Below is a structure of composition C20H31BIrNO2, with properties calculated with wB97M-V/def2-TZVPD.

```
56
Properties=species:S:1:pos:R:3:forces:R:3:mulliken_spin:R:1
O 2.45104 1.05568 1.36419 -1.0 -1.4 -1.8 0.01
C 1.31001 0.45296 0.63897 -1.2 0.0 0.4 0.12
C 2.14616 -0.28983 -0.39098 -0.4 0.9 0.2 0.00
H 0.60605 1.12463 0.14309 0.3 0.1 0.8 -0.01
H 0.74497 -0.20613 1.31113 0.6 0.2 -0.1 -0.15
C 3.27242 0.06864 0.61806 -0.1 -0.6 -0.5 0.00
H 2.17472 0.21764 -1.36997 0.2 0.0 0.5 0.00
H 1.83235 -1.32599 -0.54067 0.5 0.0 0.1 0.01
C 4.43917 0.81241 0.01327 0.1 -0.1 0.3 0.00
H 4.02239 1.69870 -0.50904 0.5 -0.5 0.4 0.00
H 5.00034 0.19008 -0.69868 -0.1 0.2 0.2 0.00
H 5.09105 1.12427 0.83993 0.1 0.1 -0.4 0.00
C 3.47455 -1.19946 1.46655 0.3 -0.2 0.3 0.00
H 2.87601 -2.04478 1.07355 0.5 0.4 0.1 0.00
H 3.12744 -1.06088 2.49865 0.3 0.3 -0.2 0.00
H 4.52295 -1.50415 1.48085 -0.1 -0.1 0.1 0.00
Ir -1.63694 -1.31589 -0.33250 0.9 2.7 0.8 1.66
C -2.28849 -2.08097 -2.19325 0.1 -0.3 -0.6 0.03
C -3.10233 -0.92404 -1.85488 -0.2 0.0 -0.4 0.19
C -2.24664 0.22948 -1.86560 0.0 0.0 -0.2 0.03
H -4.14851 -0.94585 -1.56355 0.2 0.0 -0.4 0.04
C -0.91978 -0.19736 -2.18093 -0.5 -0.3 -0.9 0.18
C -0.93087 -1.62308 -2.37686 -0.3 0.3 -1.5 0.15
H -0.07120 -2.23323 -2.65082 -0.3 0.2 0.1 0.02
H -2.63953 -3.11129 -2.24223 0.1 0.4 -0.2 0.00
H -2.53905 1.25897 -1.66565 0.1 -0.4 0.0 0.02
H -0.07263 0.46687 -2.30875 0.0 -0.2 0.3 0.03
C -2.92372 -2.63343 2.06313 0.2 0.5 -1.3 -0.05
C -1.83876 -2.75836 0.99107 0.0 -2.5 0.8 0.02
C -0.69630 -1.93075 1.38261 -0.3 -1.3 2.4 0.53
H -1.68403 -3.74849 0.56596 -0.1 0.0 0.2 -0.02
C -1.13753 -1.14465 2.55158 0.0 -0.4 -0.5 -0.07
C -2.43704 -1.43308 2.83498 -0.3 -0.6 0.6 0.28
H -3.08732 -1.00376 3.59007 0.3 0.2 -0.1 0.01
H -2.96569 -3.54528 2.68244 0.2 0.3 -0.1 0.01
H 0.32466 -2.27823 1.22608 0.0 0.5 0.0 0.02
H -0.46837 -0.49222 3.10623 -0.3 0.1 -0.2 0.00
O 0.84318 2.67718 -0.79006 1.3 2.1 -0.1 0.00
C 1.89786 3.17228 -1.66731 -0.1 -0.3 -0.5 0.00
C 2.71988 4.26151 -0.96459 0.0 -0.2 0.2 0.00
H 1.41189 3.54927 -2.57817 0.1 0.0 0.2 0.00
H 2.57182 2.34591 -1.96571 -0.5 0.1 0.2 0.00
C 1.93600 4.60294 0.30893 -0.3 -0.1 -0.3 0.00
H 2.84318 5.13250 -1.61488 0.1 -0.2 0.1 0.00
H 3.70903 3.88868 -0.67611 -0.2 0.1 -0.3 0.00
C 0.82868 3.54562 0.39267 -0.6 -0.3 0.2 0.00
H 1.45699 5.57521 0.21135 0.1 0.1 0.1 0.00
H 2.56616 4.62406 1.20163 -0.1 -0.1 -0.2 0.00
H -0.14014 4.07708 0.42461 0.2 -0.5 0.0 0.00
H 0.94631 2.89957 1.27983 -0.2 0.3 -0.4 0.00
B -5.81017 -3.11799 -0.63234 2.5 3.0 -0.6 0.22
C -4.92636 -2.68524 0.52440 -2.0 -1.3 -3.7 0.57
N -4.28623 -2.48882 1.50138 1.8 1.5 5.1 0.56
H -6.27091 -2.12980 -1.17780 -0.5 -0.4 0.3 0.03
H -6.70594 -3.76515 -0.09350 -1.1 -1.2 0.1 0.38
H -5.17277 -3.83397 -1.38236 -0.7 -1.2 -0.2 0.18
```
Forces are in eV/Å.

Calculated values
- Total energy: -1114.3507 hartree
- Energy relative to the best compared isomer or geometry (same formula, charge and spin): 0.649 eV
- 2S+1: 6
- Expectation value of S²: 8.78
- LUMO level (alpha / beta): -0.102 / -0.286 hartree
- Total charge: +1
- Max |F|: 5.62 eV Å⁻¹
- HOMO level (alpha / beta): -0.3170 / -0.4366 hartree